A molecular structure, C8H10FLaN at a distorted geometry, computed with ωB97M-V/def2-TZVPD.

As for the total charge: -1. The highest occupied orbital energy comes out at -2.7709 eV. Its LUMO energy is 2.97 eV. The value obtained for the orbital gap is 5.74 eV. The value obtained for the energy relative to the best compared isomer or geometry (same formula, charge and spin) is 4.568 eV. The total energy comes out at -496.84860 a.u. The value obtained for the strongest force on any atom is 16.4 eV Å⁻¹. The molecular weight is 278.1 g/mol.

XYZ file:
```
21
Properties=species:S:1:pos:R:3:forces:R:3
C 0.018981 -1.323743 -0.959971 -0.178 -2.486 -1.832
C -1.304319 -1.420443 -0.438571 -0.977 -2.570 -1.933
C -1.230219 -2.076743 0.823129 -0.289 -3.103 -1.278
C 0.137081 -2.367143 1.090029 -0.496 -3.124 -1.123
C 0.911581 -1.900643 -0.014171 0.072 -2.955 -1.677
La -0.041919 -0.008743 0.993529 -2.904 -0.492 16.132
C -1.039019 1.603257 0.057329 -3.660 4.823 -3.768
C 0.355881 1.865357 -0.428171 0.717 1.467 -0.988
C 0.702481 2.433157 -1.618971 -0.183 0.004 0.148
N 1.270181 1.297857 0.493529 8.050 7.225 -4.320
H -2.070719 -2.278943 1.489529 0.344 0.211 -0.149
H -2.210219 -1.055443 -0.922471 0.386 -0.106 0.196
H 0.529081 -2.838143 1.993229 -0.137 0.402 -0.284
H 1.997781 -1.957743 -0.108571 -0.431 0.133 0.105
H 0.302581 -0.821043 -1.887171 -0.101 -0.116 0.422
H -1.814519 1.615157 -0.718971 0.295 0.701 -0.001
H 2.256781 1.423357 0.256329 -0.308 0.617 -0.333
H -1.301919 2.236657 0.924229 0.089 -0.143 -0.245
H -0.060619 2.874557 -2.266171 0.269 -0.148 0.274
H 1.752881 2.524457 -1.921571 -0.382 -0.091 0.131
F 0.838181 0.174957 3.163929 -0.178 -0.249 0.522
```
Forces are in eV/Å.

Here are the Mulliken charges for atoms 1 to 4, given in e: -0.54 -0.55 -0.51 -0.29